[1]
{"formula": "C7H11NO3", "method": "the ωB97M-V functional and the def2-TZVPD basis", "e_lumo_ev": 0.7, "charge": 0, "smiles": "CC[C@]1(C)OC(=O)N(C)C1=O", "total_energy_ev": -15070.305, "species": ["C", "C", "C", "C", "O", "C", "O", "N", "C", "C", "O", "H", "H", "H", "H", "H", "H", "H", "H", "H", "H", "H"], "coordinates": [[-1.7744, -2.3886, 0.9705], [-1.8072, -1.0091, 0.2604], [-0.7056, 0.0270, 0.6040], [-0.7570, 0.4822, 2.1582], [-0.9349, 1.1679, -0.3271], [0.2284, 1.3875, -1.0062], [0.3807, 2.2902, -1.7793], [1.1431, 0.3866, -0.6758], [2.3328, 0.1298, -1.5018], [0.7350, -0.4242, 0.2937], [1.3211, -1.4474, 0.6901], [-2.2476, -2.4088, 2.0096], [-2.1926, -3.1807, 0.3226], [-0.5726, -2.4820, 1.1187], [-1.6433, -1.2161, -0.8347], [-2.7778, -0.5053, 0.4349], [-0.4660, -0.4040, 2.7671], [-0.0059, 1.3244, 2.2322], [-1.7296, 0.7710, 2.3653], [3.0356, 0.9928, -1.3607], [2.1150, -0.0996, -2.5342], [2.8355, -0.8105, -1.1319]]}

***

[2]
{"formula": "C7H11NO3S", "method": "the ωB97M-V functional and the def2-TZVPD basis", "e_lumo_ev": 0.5, "charge": 0, "total_energy_ev": -25901.770, "species": ["C", "C", "C", "C", "C", "C", "C", "N", "O", "O", "O", "S", "H", "H", "H", "H", "H", "H", "H", "H", "H", "H", "H"], "coordinates": [[0.9298, -1.4633, 0.0497], [-0.2824, -2.1947, -0.1861], [-1.1406, -1.0711, -0.9273], [-0.3784, 0.2979, -0.6577], [0.6150, -0.0413, 0.4352], [0.3541, 0.3308, 1.8598], [-1.4905, 1.4590, -0.4237], [2.1109, -1.5491, -0.3848], [3.2660, 0.4227, 1.0455], [2.5421, 0.9045, -1.2329], [-0.7540, 2.6475, -0.7091], [2.3597, 0.1298, -0.0416], [-0.1020, -3.1883, -0.5723], [-0.7526, -2.2244, 0.8818], [-1.2463, -1.0463, -1.9710], [-2.0702, -0.9882, -0.4099], [0.2764, 0.5886, -1.5010], [0.0663, 1.3116, 2.0359], [1.3617, 0.2954, 2.4142], [-0.3323, -0.3089, 2.2898], [-2.0548, 1.3277, 0.5870], [-2.2764, 1.1110, -1.0622], [-1.0014, 3.2490, -1.5191]]}

***

[3]
{"formula": "C7H11NO3S", "method": "the ωB97M-V functional and the def2-TZVPD basis", "e_lumo_ev": -0.1, "charge": 0, "total_energy_ev": -25901.061, "species": ["C", "C", "C", "C", "C", "C", "C", "N", "O", "O", "O", "S", "H", "H", "H", "H", "H", "H", "H", "H", "H", "H", "H"], "coordinates": [[0.9717, 0.1518, -1.2354], [1.2062, -1.3458, -1.4794], [1.7734, -0.9561, 0.7762], [-0.3243, 0.5450, 0.9682], [1.0529, 0.3240, 0.2879], [1.8813, -1.9432, -0.3168], [-1.2339, -0.6134, 0.8745], [-3.5450, 0.6509, 0.7220], [-2.2070, 0.6026, -1.3878], [-3.3085, -1.4918, -0.6863], [-1.2549, -1.6341, 1.4805], [-2.6202, -0.2866, -0.3371], [1.7762, 0.7138, -1.7112], [0.0261, 0.4954, -1.6449], [0.2601, -1.9049, -1.5022], [1.7082, -1.5693, -2.4211], [2.7888, -0.7477, 1.1233], [1.2733, -1.4480, 1.6129], [-0.1359, 0.7504, 2.0260], [-0.8181, 1.3982, 0.5032], [1.6424, 1.2121, 0.5344], [-4.2295, 0.1053, 1.2220], [-3.9747, 1.4378, 0.2641]]}

***

[4]
{"formula": "C7H11O4S", "method": "the ωB97M-V functional and the def2-TZVPD basis", "e_lumo_ev": [3.5, 1.1], "charge": -1, "total_energy_ev": -26458.069, "s_squared": 2.008, "multiplicity": 3, "species": ["C", "C", "C", "C", "C", "C", "C", "O", "O", "O", "O", "S", "H", "H", "H", "H", "H", "H", "H", "H", "H", "H", "H"], "coordinates": [[2.0416, -2.4204, -1.2901], [0.1365, 1.1245, 2.7001], [1.4654, -1.8340, -0.2827], [-0.6750, 0.9433, 1.6289], [0.0100, -1.7712, -0.0477], [-0.1627, 1.0225, 0.2159], [-0.5599, -0.4947, -0.6678], [-0.5037, 3.5936, -0.1212], [-0.1646, 2.0996, -2.1087], [-2.2351, 2.0365, -0.9687], [-1.9450, -0.6329, -0.8128], [-0.8342, 2.3410, -0.8171], [3.0704, -2.2486, -1.5778], [1.4242, -2.8765, -2.0400], [-0.3073, 1.2334, 3.6045], [1.1729, 1.2306, 2.4871], [1.8488, -1.3110, 0.6055], [-1.7350, 1.2537, 1.6427], [-0.3494, -1.9990, 0.9562], [-0.4673, -2.4881, -0.7603], [0.9809, 1.1349, 0.2254], [-0.0228, -0.3471, -1.6298], [-2.1888, 0.4099, -0.9415]]}

***

[5]
{"formula": "C7H11P", "method": "the ωB97M-V functional and the def2-TZVPD basis", "e_lumo_ev": [0.1, 0.5], "charge": 0, "total_energy_ev": -16718.778, "species": ["C", "C", "C", "C", "C", "C", "C", "P", "H", "H", "H", "H", "H", "H", "H", "H", "H", "H", "H"], "coordinates": [[0.2026, -1.4856, -3.3475], [0.8413, -0.9551, -2.2896], [-0.0048, -0.8117, -1.0528], [0.4926, -0.4882, 0.0820], [-1.0881, 0.8321, 1.8591], [1.7674, -0.4170, 0.7986], [-1.7797, 2.0189, 1.3474], [-0.5782, -0.0261, 3.1348], [0.6753, -1.5277, -4.3802], [-0.9063, -1.3572, -3.3180], [2.0201, -1.0291, -2.1854], [-1.0199, -0.8535, -1.3541], [2.1422, -1.3761, 1.0195], [2.4531, 0.1079, 0.1118], [1.7678, 0.1774, 1.7337], [-2.5662, 2.2208, 1.9821], [-2.0432, 1.7543, 0.2925], [-1.0244, 2.7840, 1.3725], [-1.3514, 0.4320, 4.1936]]}

***

[6]
{"formula": "C7H11PSi", "method": "the ωB97M-V functional and the def2-TZVPD basis", "e_lumo_ev": [-0.9, -0.6], "charge": 0, "total_energy_ev": -24600.005, "species": ["C", "C", "C", "C", "C", "C", "C", "Si", "P", "H", "H", "H", "H", "H", "H", "H", "H", "H", "H", "H"], "coordinates": [[-2.8032, 0.6547, 0.9908], [-2.4017, 1.2205, -0.2228], [-1.9726, -0.0006, 1.8815], [-1.0901, 1.1040, -0.6067], [-0.5785, -0.0382, 1.5348], [-0.1538, 0.4754, 0.2617], [2.2812, 0.6841, -2.0488], [1.6925, 0.1829, -0.3107], [1.3429, -3.3972, -0.2070], [-3.8822, 0.7250, 1.2095], [-3.0949, 1.7079, -0.9732], [-2.3710, -0.3250, 2.9271], [-0.8166, 1.5191, -1.6522], [0.1270, -0.5408, 2.2510], [2.5561, -0.0397, -2.7108], [1.6698, 1.4848, -2.5111], [3.2165, 1.2231, -1.7311], [2.3779, 0.7653, 0.9174], [1.2103, -3.3877, 1.2528], [2.6902, -4.0176, -0.2521]]}

***

[7]
{"formula": "C7H12", "method": "the ωB97M-V functional and the def2-TZVPD basis", "e_lumo_ev": [4.3, 4.2], "charge": -1, "total_energy_ev": -7450.173, "s_squared": 0.765, "multiplicity": 2, "species": ["C", "C", "C", "C", "C", "C", "C", "H", "H", "H", "H", "H", "H", "H", "H", "H", "H", "H", "H"], "coordinates": [[-0.2844, -2.0687, 1.2355], [-0.6420, -0.5946, 1.0021], [0.4368, 0.1871, 0.2836], [1.7020, 0.2963, 0.9574], [1.0602, 1.3546, -1.7810], [0.1076, 0.9515, -0.8785], [-1.3621, 1.0630, -1.2797], [0.5653, -2.1244, 1.9184], [0.1057, -2.4402, 0.2858], [-1.1258, -2.6431, 1.6241], [-1.5254, -0.6905, 0.3655], [-1.0775, -0.1174, 1.9037], [1.7151, 0.6043, 2.0148], [2.5458, -0.3683, 0.7695], [0.7289, 2.0835, -2.5180], [2.0745, 0.9939, -1.7226], [-1.5834, 0.3364, -2.0607], [-1.9758, 1.1245, -0.3807], [-1.4653, 2.0520, -1.7391]]}

***

[8]
{"formula": "C7H12", "method": "the ωB97M-V functional and the def2-TZVPD basis", "e_lumo_ev": 1.1, "charge": 0, "smiles": "C[C@H]1[C@H]2CCC[C@@H]12", "total_energy_ev": -7452.852, "species": ["C", "C", "C", "C", "C", "C", "C", "H", "H", "H", "H", "H", "H", "H", "H", "H", "H", "H", "H"], "coordinates": [[-1.9349, -0.0900, 0.7931], [-1.2104, -0.5128, -0.4681], [-0.0950, 0.1210, -1.2804], [0.8898, 1.1848, -0.8298], [1.3087, 0.7990, 0.5967], [1.0769, -0.7296, 0.7007], [0.1628, -1.1209, -0.4601], [-2.7750, 0.5788, 0.5771], [-2.3514, -0.9915, 1.2628], [-1.2950, 0.3948, 1.5354], [-1.8936, -1.0307, -1.1424], [-0.2331, 0.0380, -2.3561], [1.7545, 1.0870, -1.5010], [0.5391, 2.2192, -0.9132], [2.3537, 1.0626, 0.7961], [0.7054, 1.3451, 1.3297], [0.6460, -0.9963, 1.6739], [2.0245, -1.2717, 0.6160], [0.3271, -2.0868, -0.9304]]}

***

[9]
{"formula": "C7H12", "method": "the ωB97M-V functional and the def2-TZVPD basis", "e_lumo_ev": 1.2, "charge": 0, "smiles": "CC[C@H]1C[C@H]2C[C@@H]12", "total_energy_ev": -7452.069, "species": ["C", "C", "C", "C", "C", "C", "C", "H", "H", "H", "H", "H", "H", "H", "H", "H", "H", "H", "H"], "coordinates": [[2.4583, 0.3226, -0.7189], [1.1095, -0.3957, -0.7319], [0.2453, -0.1651, 0.5096], [-0.6170, 1.1309, 0.7399], [-1.8638, 0.2561, 0.8506], [-2.0237, -0.5167, -0.4216], [-1.0400, -0.9924, 0.6064], [3.0114, 0.1296, -1.6459], [3.0825, -0.0219, 0.1149], [2.3387, 1.4082, -0.6214], [0.5607, -0.1213, -1.6419], [1.2859, -1.4794, -0.8086], [0.8700, -0.3202, 1.3978], [-0.6617, 1.8858, -0.0567], [-0.3486, 1.6224, 1.6792], [-2.6876, 0.4075, 1.5437], [-2.9364, -1.0962, -0.5240], [-1.6557, -0.0890, -1.3538], [-1.1278, -1.9655, 1.0827]]}

***

[10]
{"formula": "C7H12", "method": "the ωB97M-V functional and the def2-TZVPD basis", "e_lumo_ev": 0.1, "charge": 0, "total_energy_ev": -7447.925, "species": ["C", "C", "C", "C", "C", "C", "C", "H", "H", "H", "H", "H", "H", "H", "H", "H", "H", "H", "H"], "coordinates": [[-2.2111, -0.2424, -0.3389], [-1.0843, 0.6396, 0.1466], [-0.1067, -0.1389, 1.1114], [1.3306, 0.3420, 0.7138], [2.3938, -0.7336, 0.6413], [0.8373, 0.8647, -0.5561], [-0.2495, 1.2919, -1.0125], [-1.8044, -1.0948, -0.8942], [-2.7754, -0.6245, 0.5195], [-2.8842, 0.3209, -0.9876], [-1.4832, 1.5197, 0.6574], [-0.3477, 0.0405, 2.1656], [-0.1784, -1.2187, 0.9234], [1.6443, 1.1596, 1.3686], [2.0671, -1.5513, -0.0091], [2.5914, -1.1301, 1.6392], [3.3252, -0.3230, 0.2405], [-0.1654, 0.5896, -3.0839], [-0.9538, 0.5029, -3.3249]]}

***

Please write out number 9 again, unchanged.
{"formula": "C7H12", "method": "the ωB97M-V functional and the def2-TZVPD basis", "e_lumo_ev": 1.2, "charge": 0, "smiles": "CC[C@H]1C[C@H]2C[C@@H]12", "total_energy_ev": -7452.069, "species": ["C", "C", "C", "C", "C", "C", "C", "H", "H", "H", "H", "H", "H", "H", "H", "H", "H", "H", "H"], "coordinates": [[2.4583, 0.3226, -0.7189], [1.1095, -0.3957, -0.7319], [0.2453, -0.1651, 0.5096], [-0.6170, 1.1309, 0.7399], [-1.8638, 0.2561, 0.8506], [-2.0237, -0.5167, -0.4216], [-1.0400, -0.9924, 0.6064], [3.0114, 0.1296, -1.6459], [3.0825, -0.0219, 0.1149], [2.3387, 1.4082, -0.6214], [0.5607, -0.1213, -1.6419], [1.2859, -1.4794, -0.8086], [0.8700, -0.3202, 1.3978], [-0.6617, 1.8858, -0.0567], [-0.3486, 1.6224, 1.6792], [-2.6876, 0.4075, 1.5437], [-2.9364, -1.0962, -0.5240], [-1.6557, -0.0890, -1.3538], [-1.1278, -1.9655, 1.0827]]}